No. 1
26
Properties=species:S:1:pos:R:3:forces:R:3 method="wB97M-V/def2-TZVPD" multiplicity=2 gap_ev="2.6 / 6.2" charge=-2 lumo_energy_ev="6.2 / 6.0" de_lowest_kcal_mol=4.0
C 0.18042 -3.62597 -0.12241 0.7514 0.3603 -0.3509
C -0.59373 -0.05929 0.58386 -0.2667 0.1301 -0.1284
C 0.24910 -1.17771 0.71494 0.4343 -0.3276 -0.5358
C -0.27750 -2.20039 -0.13059 -0.3124 -0.0637 0.5652
C -1.42372 -1.69631 -0.73104 -0.7263 0.4535 -0.0803
C -0.30007 1.19363 1.11871 0.0538 -0.2507 1.0003
C 0.83581 1.24638 1.96860 0.3904 0.1476 0.1737
C 1.72360 0.18842 2.09439 -0.0772 -0.4406 -0.6572
C 1.49523 -1.02707 1.40305 -0.1277 -0.1406 0.4357
N -1.65246 -0.41311 -0.22010 0.5821 0.5913 0.0547
H -0.94366 2.04410 0.97668 -0.0819 0.0576 -0.0757
H 1.06849 2.15691 2.51004 -0.0255 0.1834 -0.1151
H -2.12919 0.35701 -0.68105 -0.0726 -0.1438 -0.1735
H 2.68354 0.31780 2.59091 -0.1656 0.0944 0.2325
H -2.09701 -2.00538 -1.51681 0.2226 -0.5191 0.0487
H 2.21251 -1.84408 1.41902 0.0340 0.1056 0.0756
H 1.18021 -3.67142 0.32072 -0.0093 -0.0189 0.0630
H 0.31389 -3.98319 -1.14906 -0.2588 -0.3465 0.0625
H -0.44168 -4.31553 0.46319 -0.1639 0.0724 -0.1979
C 0.19358 2.20653 -1.82429 -0.1431 1.2998 -0.1829
C -0.97131 3.15243 -1.41642 -0.0725 -0.6118 -0.2613
O -0.70898 4.37509 -1.42444 -0.0892 0.1440 0.0401
O -2.06663 2.59158 -1.14002 -0.0551 0.1718 -0.0951
H 1.04224 2.50895 -1.21905 0.1354 -0.5075 0.3981
H 0.50537 2.51832 -2.82408 -0.1906 -0.2726 -0.3416
H -0.07805 1.16231 -1.76477 0.2344 -0.1687 0.0457

No. 2
27
Properties=species:S:1:pos:R:3:forces:R:3 method="wB97M-V/def2-TZVPD" gap_ev=5.2 charge=+1 lumo_energy_ev=-6.4 de_lowest_kcal_mol=74.6
C -2.35965 -0.95084 -3.73929 3.1128 -0.1823 1.9089
C -1.29489 -0.13271 -3.25465 -2.6768 0.4781 -0.0998
C -2.12008 -2.27758 -3.39119 0.0329 0.5384 -0.9113
C -0.53596 1.82810 -0.03922 -1.3246 2.0827 -2.2092
C 0.09012 0.22761 1.29623 -1.5753 0.4487 2.0355
C -0.23461 -0.85779 -2.68427 0.8203 0.1360 0.5319
C -0.38924 1.12439 2.25714 1.4976 -0.6401 -1.9476
C 1.31442 1.14856 -2.32705 -0.2980 2.8225 0.5628
C 0.80262 -1.02488 1.66599 1.0294 0.3021 -0.0878
C -0.15954 0.88960 3.71184 -2.6435 3.1248 -0.6493
C 0.93584 -0.27024 -2.19083 -0.8412 -2.3618 -0.3344
N -0.01689 0.64091 0.02113 0.2806 0.8221 -0.9920
O 0.60291 2.14235 -2.44695 0.7432 -2.2062 -0.7943
S -0.66160 -2.61035 -2.61375 0.1837 1.0661 -0.3565
S -1.05219 2.52943 1.44643 1.0491 -1.3582 -0.0021
H -3.23916 -0.68666 -4.23259 -1.1129 0.7709 -0.6081
H -1.47414 0.95883 -3.09966 0.8834 -0.9380 -0.6628
H -2.82030 -3.00498 -3.76225 0.1091 -0.7252 0.4891
H -0.69349 2.44831 -1.04043 0.3021 -1.6118 2.4757
H 2.37955 1.32440 -2.16805 0.3536 -0.1741 -0.1413
H 1.81707 -0.57371 1.58501 0.1546 -1.3730 0.3764
H 0.59309 -1.31914 2.70501 0.2152 0.0186 -0.5983
H 0.70504 -1.92073 1.01463 -0.0942 0.8888 0.2111
H 0.60542 0.21386 3.87728 1.4152 -1.0172 0.5717
H -0.06053 1.87219 4.24335 0.1739 -1.1041 -0.2475
H -1.13689 0.50116 3.91441 -0.3894 -0.6692 1.5072
H 1.81293 -0.93302 -1.89711 -1.4011 0.8614 -0.0281

No. 3
25
Properties=species:S:1:pos:R:3:forces:R:3 method="wB97M-V/def2-TZVPD" gap_ev=8.4 charge=0 lumo_energy_ev=-0.2 de_lowest_kcal_mol=23.1
C 0.33240 2.66742 -0.82373 -1.0133 0.4112 -0.0777
C 1.44474 1.74581 -0.27330 2.5398 0.5587 -0.4951
C 1.87985 -0.58948 -0.05848 3.2200 0.0773 -1.0967
C 1.13836 -1.82216 -0.35660 1.2960 0.7229 1.6785
C -0.13459 -2.00071 -0.14439 -2.3400 -0.6285 -0.2936
C -1.22862 -1.00299 0.13701 -1.8196 -2.2572 -0.6561
C -2.45108 -1.25292 -0.61010 2.6114 1.5387 0.6139
C -3.39055 -0.27027 -0.67577 -2.0600 -0.5298 1.8738
C -3.43078 0.76253 0.30975 1.3716 1.3260 0.7975
C -2.40086 0.83918 1.31174 0.1624 -0.8009 -1.6829
C -1.29144 -0.05644 1.14065 -1.8228 0.6677 -0.8759
H -0.78497 2.17247 -0.73842 2.8554 1.5712 0.1961
H 0.51486 2.85566 -1.93418 -0.3024 -0.3376 1.4439
H 0.50572 3.73143 -0.29300 -0.9132 -2.4894 -1.0683
H 1.69707 1.82452 0.86714 -0.7960 -0.2949 -2.1030
H 2.44056 1.98098 -0.84102 -1.6232 0.0784 1.3488
H 1.52431 -2.76584 -0.52858 2.2855 -1.1197 -0.4345
H -0.30841 -3.10197 -0.39258 -1.2230 1.7376 0.5790
H -2.55093 -2.09668 -1.24782 0.1624 -0.6823 -0.3596
H -4.32065 -0.63568 -1.14883 0.4292 1.1787 -0.3001
H -4.13245 1.62836 0.23443 0.2200 -1.2169 0.2079
H -2.31761 1.57941 2.15773 -0.5265 -0.7794 -1.2712
H -0.49022 0.04201 1.78617 1.6215 0.1709 1.2901
O 1.24020 0.35479 -0.66242 -2.4004 2.4122 0.4934
S 3.46854 -0.26080 0.47735 -1.9347 -1.3149 0.1921